1.
9
Properties=species:S:1:pos:R:3 method="wB97M-V/def2-TZVPD" lumo_energy_ha="-0.02450 / -0.03587" homo_ev="-8.709 / -8.671" fmax_ev_per_a=3.6 spin_multiplicity=1 total_charge=0
C 1.025 -1.161 -0.491
N -1.350 0.955 -0.377
O 1.864 1.337 -0.128
S 0.817 0.364 0.159
H 1.654 -1.289 -1.286
H 0.123 -1.584 -0.655
H -1.883 1.277 0.483
H -1.150 1.686 -1.063
H 0.802 0.191 1.526

***

2.
7
Properties=species:S:1:pos:R:3 method="wB97M-V/def2-TZVPD" s_squared=0.7547 lumo_energy_ha="0.03930 / -0.05645" homo_ev="-10.060 / -10.387" fmax_ev_per_a=3.0 spin_multiplicity=2 total_charge=0
H -1.825 -1.240 3.744
C -3.131 -1.898 3.744
H -3.808 -1.029 3.744
H -2.994 -2.446 2.800
H -2.994 -2.446 4.687
O -0.927 -0.659 3.744
H 0.056 -0.509 3.744

***

3.
10
Properties=species:S:1:pos:R:3 method="wB97M-V/def2-TZVPD" s_squared=2.0080 lumo_energy_ha="0.02558 / -0.11160" homo_ev="-6.081 / -9.327" fmax_ev_per_a=3.8 spin_multiplicity=3 total_charge=0
C 1.105 -0.129 -0.480
O -2.858 1.054 0.955
O -2.731 -0.250 -1.178
P -2.909 -0.448 0.246
S -0.063 -1.393 0.270
H 1.977 -0.510 -1.020
H 1.527 0.360 0.400
H 0.574 0.330 -1.213
H -3.212 1.156 1.795
H -0.039 -2.229 -0.696

***

4.
11
Properties=species:S:1:pos:R:3 method="wB97M-V/def2-TZVPD" lumo_energy_ha=0.01487 smiles="O=CO.SPS" homo_ev=-9.166 fmax_ev_per_a=2.3 spin_multiplicity=1 total_charge=0
O 1.896 0.726 0.682
C 2.443 -0.256 0.251
O 1.954 -1.146 -0.566
H 3.431 -0.492 0.474
H 1.038 -0.844 -0.758
S -1.711 2.149 0.268
P -2.015 0.138 0.581
S -1.432 -0.901 -1.156
H -0.640 2.434 1.010
H -3.277 0.379 0.170
H -1.687 -2.187 -0.955

***

5.
11
Properties=species:S:1:pos:R:3 method="wB97M-V/def2-TZVPD" lumo_energy_ha=0.14541 homo_ev=-4.238 fmax_ev_per_a=3.0 spin_multiplicity=1 total_charge=-1
C 2.323 -0.339 0.010
O 3.537 -0.225 -0.130
O 1.631 -1.379 0.344
O -0.400 0.598 -0.162
Si -0.689 -1.055 -0.072
Si 1.063 1.319 0.058
H -0.249 -1.799 -1.122
H -2.097 -0.976 -0.334
H -0.895 -1.780 1.281
H 1.090 2.011 1.394
H 1.286 2.428 -0.970

***

6.
8
Properties=species:S:1:pos:R:3 method="wB97M-V/def2-TZVPD" lumo_energy_ha=0.16075 homo_ev=-2.412 fmax_ev_per_a=1.7 spin_multiplicity=1 total_charge=-1
O 2.581 0.006 -0.133
H 1.640 0.193 0.032
C -1.407 0.622 -0.862
S -0.723 -0.343 0.579
H -0.524 0.657 -1.502
H -2.329 0.373 -1.389
H -1.555 1.690 -0.617
H 2.657 -0.832 0.281

***

7.
8
Properties=species:S:1:pos:R:3 method="wB97M-V/def2-TZVPD" lumo_energy_ha=0.16168 homo_ev=-2.632 fmax_ev_per_a=2.9 spin_multiplicity=1 total_charge=-1
O 0.454 0.566 -2.095
H 0.624 1.075 -1.273
C -0.079 -0.216 1.076
S -1.531 -1.136 -0.030
H -0.530 0.489 1.905
H 0.438 -1.061 1.481
H 0.652 0.422 0.603
H -0.030 -0.139 -1.668

***

8.
8
Properties=species:S:1:pos:R:3 method="wB97M-V/def2-TZVPD" lumo_energy_ha=0.16297 homo_ev=-2.517 fmax_ev_per_a=1.4 spin_multiplicity=1 total_charge=-1
O 1.118 -1.831 -0.998
H 0.256 -1.406 -0.708
C -0.516 1.023 0.398
S -1.333 -0.600 0.548
H 0.462 1.190 0.860
H -1.147 1.763 0.904
H -0.489 1.212 -0.676
H 1.649 -1.352 -0.327

***

9.
8
Properties=species:S:1:pos:R:3 method="wB97M-V/def2-TZVPD" lumo_energy_ha=0.16406 homo_ev=-2.497 fmax_ev_per_a=2.1 spin_multiplicity=1 total_charge=-1
C 0.186 -1.287 -0.100
S -1.517 -0.460 0.009
H 0.145 -2.258 -0.617
H 0.623 -0.602 -0.817
H 0.624 -1.525 0.864
H 0.604 2.094 0.699
H -0.595 1.626 -0.120
O -0.069 2.412 0.082

***

10.
9
Properties=species:S:1:pos:R:3 method="wB97M-V/def2-TZVPD" lumo_energy_ha=0.12407 homo_ev=-2.482 fmax_ev_per_a=0.7 spin_multiplicity=1 total_charge=-1
O 1.723 1.294 0.112
H 1.167 1.720 -0.558
C 0.331 -0.960 -0.303
S 0.702 0.273 0.943
S -2.932 0.372 0.790
H -0.169 -1.791 0.191
H 1.260 -1.349 -0.727
H -0.321 -0.544 -1.068
H -1.761 0.983 0.620

***

What did the fifth record say?
11
Properties=species:S:1:pos:R:3 method="wB97M-V/def2-TZVPD" lumo_energy_ha=0.14541 homo_ev=-4.238 fmax_ev_per_a=3.0 spin_multiplicity=1 total_charge=-1
C 2.323 -0.339 0.010
O 3.537 -0.225 -0.130
O 1.631 -1.379 0.344
O -0.400 0.598 -0.162
Si -0.689 -1.055 -0.072
Si 1.063 1.319 0.058
H -0.249 -1.799 -1.122
H -2.097 -0.976 -0.334
H -0.895 -1.780 1.281
H 1.090 2.011 1.394
H 1.286 2.428 -0.970

***

Please write out number 7 again, unchanged.
8
Properties=species:S:1:pos:R:3 method="wB97M-V/def2-TZVPD" lumo_energy_ha=0.16168 homo_ev=-2.632 fmax_ev_per_a=2.9 spin_multiplicity=1 total_charge=-1
O 0.454 0.566 -2.095
H 0.624 1.075 -1.273
C -0.079 -0.216 1.076
S -1.531 -1.136 -0.030
H -0.530 0.489 1.905
H 0.438 -1.061 1.481
H 0.652 0.422 0.603
H -0.030 -0.139 -1.668